1.
This record from OMol25 describes a cluster of 14 separate species, C2H35BO17P in total. The level of theory is wB97M-V/def2-TZVPD.

The geometry in ORCA input format:
```
! RIJCOSX wB97M-V def2-TZVPD def2/J DEFGRID3
* xyz 1 1
C 2.2126 -1.5883 0.6467
B 1.7826 -0.0977 0.6505
O 2.5027 0.9176 1.1700
P 0.0239 0.3441 -0.1065
O -0.0910 -0.2981 -1.5416
C -1.2620 -0.3181 1.0237
O -2.4369 -0.6995 0.3251
O -2.5654 -2.1133 0.4653
H 2.5267 -1.8922 1.6513
H 3.0573 -1.7235 -0.0308
H 1.4038 -2.2624 0.3528
H 2.1725 1.7979 0.9403
H -0.0863 1.7343 -0.2277
H -0.6151 0.2631 -2.1678
H -1.4728 0.4572 1.7679
H -0.8405 -1.1643 1.5685
H -2.7095 -2.3940 -0.4544
O 1.4538 -0.1706 -4.3900
H 1.0132 -0.2460 -3.5420
H 0.7578 -0.3462 -5.0315
O -5.0525 -4.0604 -0.3371
H -5.2406 -4.7429 0.3243
H -4.4265 -3.4652 0.0770
O 0.3375 -0.6963 3.5926
H 0.3355 -1.2563 4.3817
H 0.9464 0.0120 3.8263
O 1.1449 3.4902 -0.6374
H 1.3443 3.7760 -1.5394
H 0.5726 4.1908 -0.2961
O 3.9748 2.7896 -1.1722
H 3.2155 3.0241 -0.6298
H 3.8992 1.8381 -1.3367
O -4.6635 -0.0107 -1.3960
H -4.1611 -0.1027 -0.5738
H -5.3134 -0.7241 -1.3633
O -1.0655 1.4746 -3.4535
H -2.0423 1.4437 -3.6730
H -0.6123 1.7095 -4.2682
O 3.9807 -0.0297 -1.8242
H 4.7229 -0.5978 -1.5899
H 3.4598 -0.5562 -2.4429
O -4.9605 -5.5954 2.1573
H -5.3417 -5.7522 3.0273
H -4.2053 -5.0229 2.3265
O -0.0103 -0.7022 6.6068
H -0.0009 -1.2851 7.3735
H 0.5898 0.0111 6.8485
O -3.3999 0.5063 -4.0394
H -3.9786 0.3785 -3.2682
H -3.9875 0.6660 -4.7864
O 5.4304 0.1793 2.2269
H 4.4988 0.1780 1.9865
H 5.8852 0.4693 1.4300
O 2.0528 6.0619 -0.3124
H 2.6988 5.3509 -0.2560
H 2.5454 6.8497 -0.0593
*
```

Values from the calculation:
Orbital gap, eV: 9.81
HOMO energy, eV: -13.43


2.
This record from OMol25 describes a cluster of 16 separate species, C2H36O15S in total in a non-equilibrium geometry. The level of theory is wB97M-V/def2-TZVPD.

The geometry in ORCA input format:
```
! RIJCOSX wB97M-V def2-TZVPD def2/J DEFGRID3
* xyz 0 1
C -2.4388 3.0697 1.0350
C -3.0012 1.6404 0.7973
S -4.2616 1.4328 -0.4580
H -3.1711 3.6853 1.5563
H -2.4338 3.7605 0.1110
H -1.5519 3.0835 1.6918
H -2.0859 1.1929 0.3683
H -3.3330 1.0837 1.6836
H -5.3829 1.8766 0.1705
H 0.6239 -2.3318 -2.3035
H 0.4896 -3.7300 -3.1790
O 0.9149 -2.8757 -3.0471
H 3.3700 -0.0832 2.7182
H 2.1034 0.6315 3.1437
O 3.0713 0.6841 3.2640
H -0.8579 1.7434 -6.0635
H -2.0124 0.9330 -5.6524
O -1.8204 1.8077 -6.0156
H 1.9606 -0.6609 6.1512
H 2.5894 0.3517 4.9871
O 1.8407 0.0981 5.5825
H 3.1198 -2.1019 1.5270
H 4.0289 -2.1640 2.7625
O 3.1724 -1.8401 2.4743
H 0.1465 -2.3135 4.7794
H -0.3564 -0.9996 4.2943
O -0.4940 -1.9446 4.1455
H 0.3560 -2.4190 2.6348
H 0.5125 -3.9133 2.0877
O 0.6021 -2.9788 1.8827
H 0.4308 2.9907 5.8579
H 1.0660 1.8100 5.1399
O 0.2940 2.3921 5.1180
H 1.3917 -1.1597 -4.4515
H 0.5169 0.0015 -3.8003
O 1.4451 -0.2755 -4.0525
H -3.2440 3.1708 -2.6578
H -1.9760 3.0670 -3.7396
O -2.3308 3.3402 -2.8908
H -4.0998 -0.8420 -4.0567
H -2.6837 -0.7329 -3.6242
O -3.3269 -1.3973 -3.9137
H 0.6783 -1.9505 0.2457
H 1.1205 -1.0322 -1.1036
O 0.5069 -1.6571 -0.6362
H 2.1490 0.8305 -1.6263
H 2.0716 -0.2678 -2.5792
O 2.3167 -0.1235 -1.6073
H -0.5141 -0.2811 -2.1127
H -1.1375 1.1540 -2.2813
O -0.7752 0.3831 -2.7517
H 2.9071 -2.5893 -0.6784
H 3.8768 -1.3822 -0.7558
O 3.6163 -2.1674 -0.1715
*
```

Values from the calculation:
Orbital gap, eV: 9.41
HOMO energy, eV: -9.32


3.
This record from OMol25 describes a cluster of 16 separate species, C2H37N2O15 in total in a non-equilibrium geometry. The level of theory is wB97M-V/def2-TZVPD.

The geometry in ORCA input format:
```
! RIJCOSX wB97M-V def2-TZVPD def2/J DEFGRID3
* xyz 0 2
C 0.7442 -1.4549 -0.3074
C 1.1324 -0.1775 -0.4661
N 0.6049 0.7835 0.3272
N 1.2112 -2.4107 -1.3778
H 0.3593 -1.9821 0.5677
H 1.5552 0.2049 -1.3702
H 1.1905 1.6531 0.2988
H 0.0465 0.5849 1.1063
H 1.6299 -3.1492 -0.8356
H 1.8432 -1.8380 -2.0338
H 0.4800 -2.8156 -1.9254
H 1.3745 3.0692 -2.4860
H 2.1520 3.7280 -3.4465
O 1.3765 3.1160 -3.4144
H -1.3324 3.8415 -3.3957
H -2.2143 3.8571 -2.2110
O -2.1834 3.4697 -3.1350
H -1.3588 3.6500 1.6576
H -1.8216 2.4542 0.8568
O -1.1301 3.2129 0.8017
H -0.6231 -2.1137 3.6374
H -0.9172 -2.2503 1.9971
O -0.9692 -2.6085 2.8762
H -1.7863 -0.0044 -3.1569
H -2.3398 1.3995 -3.4100
O -2.2293 0.5620 -3.7587
H -4.0337 -2.9357 0.7259
H -3.1126 -3.0051 1.8993
O -3.4042 -2.3792 1.2241
H 2.1331 -1.0502 3.6665
H 2.9705 -2.2324 4.1960
O 3.0426 -1.3895 3.7355
H -3.2750 0.1766 -0.3377
H -1.8917 0.7379 -0.4812
O -2.8057 1.0136 -0.2995
H -2.1403 -3.7419 -2.3158
H -1.1558 -4.5511 -1.5599
O -1.2132 -3.6448 -1.9300
H -3.4764 2.3776 1.4440
H -4.2878 2.5164 2.5802
O -3.3999 2.2278 2.4139
H 3.0932 -0.0943 1.5008
H 3.1945 1.1748 2.4174
O 3.0248 0.8213 1.5703
H -0.4823 0.1538 4.2230
H -0.6019 0.3712 2.7784
O 0.0454 0.0879 3.4295
H 0.5514 2.5001 -1.0604
H 0.4357 3.6057 -0.1343
O 1.0764 3.2597 -0.7298
H 3.5593 -2.0062 1.9688
H 3.8896 -3.1803 1.0158
O 3.3237 -2.4339 1.1677
H 1.9157 -0.8555 -3.7330
H 3.5592 -0.9564 -3.4409
O 2.6703 -1.3492 -3.3311
*
```

Values from the calculation:
Expectation value of S²: 0.751
Orbital gap (alpha / beta), eV: 2.39 / 8.63
HOMO energy (alpha / beta), eV: -2.45 / -8.79


4.
This record from OMol25 describes a structure of composition C2H38BeO19 in a non-equilibrium geometry. The level of theory is wB97M-V/def2-TZVPD.

The geometry in ORCA input format:
```
! RIJCOSX wB97M-V def2-TZVPD def2/J DEFGRID3
* xyz 0 1
Be -4.3655 15.1848 13.8077
O -4.8698 14.0767 14.7556
C -3.5315 13.5167 14.8610
C -2.9270 13.4639 13.5130
O -3.3189 14.6276 12.8625
H -3.5413 12.5486 15.3291
H -3.0152 14.2283 15.4968
H -2.9985 12.4938 13.0279
H -1.8899 13.5993 13.6809
O -4.4313 15.5696 9.8582
H -3.9060 14.7779 9.8285
H -4.1313 16.1982 10.5310
O 0.0899 12.0742 14.3586
H 0.6278 11.3278 14.5297
H 0.4402 12.7508 15.0033
O -2.4009 13.7580 10.3923
H -2.6637 13.8702 11.2901
H -1.4452 13.4116 10.5511
O -5.7829 15.6879 12.9562
H -5.8916 16.4088 12.3395
H -6.5869 15.6676 13.4584
O -0.9432 16.2605 15.8674
H -0.8279 16.0717 14.9059
H -0.1673 16.0086 16.3495
O -5.8267 13.4468 17.0623
H -6.3767 14.1524 17.4052
H -5.6001 13.8783 16.2226
O -1.5810 10.9667 11.5225
H -2.5330 11.0364 11.3006
H -1.5492 11.4844 12.3440
O -3.8298 16.7411 14.3836
H -3.1608 17.2367 13.8643
H -3.7691 17.3069 15.1427
O -5.1658 12.5500 11.7516
H -4.5542 13.2174 12.0041
H -6.0000 13.0475 11.6801
O -3.2742 12.2719 17.8111
H -2.3765 12.4009 17.4367
H -3.7863 12.7402 17.1871
O -3.5475 17.3011 11.5700
H -4.0799 18.0638 11.8320
H -2.7947 17.6868 11.1535
O -1.1235 13.3810 16.8413
H -1.0417 14.2944 16.5613
H -0.3564 13.1665 17.4414
O -1.9111 10.6414 15.0951
H -1.1939 11.2201 14.9047
H -2.6298 11.2897 15.1797
O -1.1209 15.9711 13.0713
H -1.8014 15.3246 12.8522
H -1.5041 16.7181 12.6210
O -6.9550 12.4058 14.1992
H -6.3455 13.1379 14.2342
H -6.3924 11.6495 14.3269
O -0.0286 13.6560 12.0281
H -0.0007 13.1214 12.8639
H -0.2360 14.5870 12.1622
O -4.8534 10.4605 13.6442
H -4.9384 11.2338 13.1102
H -4.5871 9.8636 12.9447
*
```

Values from the calculation:
Orbital gap, eV: 8.32
HOMO energy, eV: -9.76


5.
This record from OMol25 describes a cluster of 16 separate species, C2H38N2O15 in total in a non-equilibrium geometry. The level of theory is wB97M-V/def2-TZVPD.

The geometry in ORCA input format:
```
! RIJCOSX wB97M-V def2-TZVPD def2/J DEFGRID3
* xyz -1 2
N 1.3723 0.4017 1.5027
C 0.6147 0.1608 2.7694
C 0.5686 -1.3238 3.3090
N 0.5830 -2.4165 2.2728
H 2.4124 0.2498 1.6119
H 1.1757 1.2794 1.1097
H -0.4249 0.2452 2.4194
H 0.8071 0.7485 3.6699
H 1.5187 -1.3256 4.0181
H -0.4117 -1.4624 3.9542
H 1.4282 -2.3580 1.6478
H 0.3735 -3.3029 2.5808
H -0.6331 -2.4630 0.7399
H -0.4917 -3.0936 -0.7245
O -1.1664 -2.6071 -0.1218
H -2.9168 -0.0296 -1.8310
H -4.1533 -0.8288 -1.7115
O -3.8633 -0.0263 -2.1608
H 1.8278 -0.3112 -3.8349
H 0.4717 -0.7282 -4.5428
O 1.2261 -0.1786 -4.4180
H -0.5578 2.4612 2.7317
H -0.1477 3.8300 3.0193
O 0.3083 3.0288 2.8412
H -0.4235 -0.6061 -0.2404
H 0.2654 -1.0222 -1.3296
O -0.4020 -0.3543 -1.1643
H -3.1457 1.9361 -1.1444
H -2.5682 3.3197 -1.3364
O -2.8926 2.7644 -0.6997
H -2.4478 2.0689 1.4613
H -3.6222 1.8547 2.4812
O -2.8709 2.3394 2.3650
H 1.5522 -3.4271 -1.6083
H 1.9436 -2.1445 -1.0982
O 1.2307 -2.5855 -1.3383
H 0.2936 2.3735 -2.7528
H -0.4324 1.7065 -1.6734
O -0.3170 2.5919 -2.0771
H 0.8006 3.0600 -0.6899
H 1.4700 3.7194 0.5555
O 1.5151 2.8492 0.0118
H 3.1214 0.6256 -3.0330
H 2.5426 0.0648 -1.7012
O 3.0961 -0.1895 -2.4645
H -3.1835 -2.5262 -0.8571
H -3.9516 -2.4711 0.3323
O -3.9576 -2.1041 -0.5631
H 2.8845 1.9112 -0.1436
H 4.2922 2.1895 0.4410
O 3.8325 1.7450 -0.2088
H 4.1307 -0.5652 -0.1179
H 4.0949 -1.5050 -1.3601
O 3.9187 -1.4692 -0.4689
H -1.8489 -2.9355 1.5053
H -2.7638 -2.1028 2.3588
O -2.6663 -2.9731 1.9917
*
```

Values from the calculation:
Expectation value of S²: 0.751
Orbital gap (alpha / beta), eV: 2.17 / 9.14
HOMO energy (alpha / beta), eV: 0.25 / -6.83


6.
This record from OMol25 describes a structure of composition C2H39O22V2 in a non-equilibrium geometry. The level of theory is wB97M-V/def2-TZVPD.

The geometry in ORCA input format:
```
! RIJCOSX wB97M-V def2-TZVPD def2/J DEFGRID3
* xyz 1 1
O -0.8416 0.2186 0.5821
V -0.2656 1.4606 1.4721
O 1.2814 1.2536 1.1971
O 0.0034 -2.2394 -0.0179
V -1.2816 -1.3054 -0.2469
O -0.7126 -0.6834 -1.6279
C 1.5314 -1.4054 2.4901
C 1.0214 -0.4754 3.5731
O -0.1486 0.1516 3.0461
H 1.7874 -0.9344 1.5101
H 0.6464 -1.9554 2.1571
H 2.3594 -1.9674 2.7551
H 1.7824 0.1616 3.9901
H 0.7224 -1.0874 4.4671
O -1.9386 -1.6404 1.7801
H -2.4646 -2.4304 2.1031
H -1.6756 -1.1154 2.5681
O -1.9106 2.2676 -2.0119
H -2.1236 1.5006 -2.4399
H -2.2076 2.7796 -2.7039
O -0.7966 3.0296 0.2751
H -1.4036 3.7466 0.4501
H -0.8456 2.8506 -0.6799
O -1.6686 -2.3864 -3.8729
H -0.7716 -2.4524 -3.5419
H -1.6666 -3.0934 -4.5299
O 0.1654 0.2176 -3.9209
H 1.0994 0.4226 -3.8189
H -0.0966 0.0786 -3.0119
O -2.3226 1.7496 2.2161
H -2.8536 2.5146 2.1821
H -2.7936 1.0376 2.7851
O 3.5674 0.8806 1.6011
H 2.6284 0.9946 1.6141
H 3.7974 0.7186 2.5271
O -3.3746 -0.4824 -0.2309
H -3.9976 -1.0924 0.1971
H -3.7726 -0.2744 -1.0639
O 0.3054 2.8106 2.9101
H 1.1824 2.8236 3.2041
H -0.2746 2.9426 3.6841
O 2.1054 4.0336 1.0571
H 1.7434 4.8426 1.3851
H 2.5914 3.8006 1.8571
O 1.3134 -4.1994 0.4801
H 0.9514 -3.3854 0.1791
H 1.0314 -4.3564 1.3821
O -2.3576 -3.0214 -0.9739
H -2.4736 -3.2304 -1.8839
H -2.2656 -3.9084 -0.5749
O 3.9734 1.5556 -1.0679
H 3.4644 1.1216 -0.4039
H 4.6134 0.8186 -1.1269
O 2.1174 -0.8254 -0.9229
H 1.8194 -0.6504 -0.0719
H 1.9864 -0.0304 -1.4049
O 0.9654 1.9416 -1.3669
H 1.4454 2.5926 -0.8219
H 0.5434 2.4206 -2.0819
O 1.0734 -2.7404 -2.8049
H 1.4134 -2.2994 -2.0319
H 1.0014 -3.6534 -2.5189
O -2.9246 -0.0604 -2.8979
H -2.5316 -0.8074 -3.3679
H -3.2716 0.4476 -3.6339
*
```

Values from the calculation:
Orbital gap, eV: 8.25
HOMO energy, eV: -12.09


7.
This record from OMol25 describes a structure of composition C2H3BF2O in a non-equilibrium geometry. The level of theory is wB97M-V/def2-TZVPD.

The geometry in ORCA input format:
```
! RIJCOSX wB97M-V def2-TZVPD def2/J DEFGRID3
* xyz 0 1
B 1.0434 -0.1209 -0.9301
C -1.3498 0.1776 0.4361
C 0.0808 -0.2022 0.3293
O -1.9101 1.0401 1.0188
F -2.0961 -0.7353 -0.2052
F 1.1197 0.9842 0.8618
H 0.8304 0.7017 -1.6296
H 2.0579 -0.8511 -1.0733
H 0.2237 -0.9941 1.1922
*
```

Values from the calculation:
Orbital gap, eV: 11.22
HOMO energy, eV: -11.94


8.
This record from OMol25 describes a structure of composition C2H3BF2O in a non-equilibrium geometry. The level of theory is wB97M-V/def2-TZVPD.

The geometry in ORCA input format:
```
! RIJCOSX wB97M-V def2-TZVPD def2/J DEFGRID3
* xyz 0 1
B 0.4624 -1.4352 -0.0665
C -0.5284 1.0227 -0.4683
C 0.1646 0.4729 0.7243
O -0.3479 1.6650 -1.4553
F -1.7915 0.6811 -0.2707
F 1.3725 1.0940 0.9145
H -0.4418 -2.0936 -0.4705
H 1.5521 -1.7280 -0.4475
H -0.4420 0.3210 1.5399
*
```

Values from the calculation:
Orbital gap, eV: 9.60
HOMO energy, eV: -10.74